The following is a quantum chemistry calculation of a molecular structure, C4H9NO2 in a non-equilibrium geometry, from the OMol25 dataset.

Geometry as ORCA input:
```
! RIJCOSX wB97M-V def2-TZVPD def2/J DEFGRID3
* xyz -2 1
C -1.3007 -0.3244 1.4262
O -1.6460 0.8228 2.0171
C 0.0311 -0.3076 0.5565
C 0.1966 0.9847 -0.3052
C 0.7560 0.8701 -1.7185
O 0.8572 2.0392 -2.4275
N 1.2153 -1.8509 0.6142
H -2.1210 -0.7519 0.7636
H -1.1806 -1.1746 2.1458
H -0.1010 -1.0264 -0.2624
H 0.6449 1.7460 0.3475
H -0.8211 1.3830 -0.4060
H 1.7424 0.3417 -1.7231
H 0.0754 0.1134 -2.1773
H 0.7835 -0.4750 1.3369
H 0.8680 -2.3901 -0.1878
*
```

The calculation puts the HOMO-LUMO gap at 6.14 eV. The calculation puts the LUMO energy at 0.2542 hartree. The calculation puts the strongest force on any atom at 1.42 eV Å⁻¹. The calculation puts the HOMO energy at 0.028 Ha. The total energy comes out at -9869.9375 eV. The energy relative to the best compared isomer or geometry (same formula, charge and spin) comes out at 522.2 kJ/mol.